Formula: C15H15N5O3S
Source: OMol25
Level of theory: ωB97M-V/def2-TZVPD

ORCA input file:
```
! wB97M-V def2-TZVPD RIJCOSX def2/J DEFGRID3
* xyz 0 1
C -6.028 -1.528 -1.619
C -5.342 -0.248 -1.144
C -5.355 -0.142 0.359
H -6.487 -0.375 0.710
H -4.914 -1.260 0.609
C -4.987 0.975 1.014
C -3.593 1.098 0.775
N -3.041 2.252 -0.148
N -1.764 2.196 -0.335
C -1.136 1.052 0.230
N 0.105 1.028 0.158
C 0.618 -0.222 0.539
O 0.066 -1.344 1.075
C 2.210 -0.365 0.493
C 3.033 0.621 0.198
C 4.338 0.401 0.308
C 4.963 -1.033 0.214
C 4.031 -2.010 0.384
C 2.819 -1.639 0.393
H 2.007 -2.529 0.697
H 4.424 -2.962 0.205
N 6.169 -0.935 0.167
C 7.204 0.090 -0.063
O 8.322 -0.213 -0.074
C 6.649 1.561 -0.331
O 7.428 2.395 -0.199
N 5.303 1.303 0.058
H 4.958 2.593 0.053
H 6.579 -2.010 0.109
H 2.709 1.612 0.440
H 0.718 1.616 -0.428
S -2.321 -0.009 0.905
H -5.444 1.968 0.599
H -5.049 0.918 2.029
H -6.100 0.549 -1.506
H -4.426 0.082 -1.453
H -6.032 -1.507 -2.962
H -7.111 -1.633 -1.114
H -5.524 -2.343 -1.344
*
```

Results
Highest occupied orbital energy ... -7.76 eV
DFT total energy ... -1477.84653 Eh
F_max ... 12.936 eV Å⁻¹